[1]
C35H79Br4ClNO16S | ωB97M-V with the def2-TZVPD basis set

Cartesian coordinates (Å):
C1 3.974 3.148 0.060
O1 2.919 2.627 -0.724
C2 1.656 3.011 -0.258
C3 0.587 2.611 -1.269
C4 -0.754 2.329 -0.583
C5 -1.253 0.927 -0.225
C6 -2.606 1.203 0.475
C7 -2.524 1.781 1.905
C8 -3.682 2.548 2.413
O2 -3.390 1.226 2.869
C9 -0.351 0.043 0.613
C10 1.104 -0.211 0.187
C11 2.084 -0.101 1.368
C12 3.340 -0.940 1.132
C13 4.115 -0.498 -0.094
O3 3.745 -1.332 -1.223
C14 4.290 -0.935 -2.382
O4 3.986 0.051 -2.935
O5 -0.926 -1.215 0.926
C15 -1.756 -1.985 0.120
C16 -1.092 -3.411 0.040
Br1 -0.361 -3.804 1.801
C17 0.037 -3.582 -1.034
C18 -0.334 -4.720 -1.998
Br2 1.805 -4.099 -0.384
S1 -3.258 -2.315 1.319
C19 -4.782 -1.698 0.660
O6 -3.410 -3.735 1.454
O7 -2.984 -1.559 2.504
C20 -2.235 -1.278 -1.218
C21 -2.360 -2.037 -2.541
C22 -3.678 -2.770 -2.815
C23 -4.865 -1.810 -2.989
Cl1 -4.059 -4.104 -1.714
N1 -1.700 0.150 -1.515
C24 -0.921 0.387 -2.747
Br3 0.614 -0.586 -3.114
C25 -1.383 1.299 -3.594
C26 -2.657 2.083 -3.464
Br4 -0.416 1.804 -5.093
H1 4.109 4.211 -0.131
H2 4.884 2.617 -0.194
H3 3.775 3.018 1.127
H4 1.440 2.567 0.721
H5 1.605 4.094 -0.114
H6 0.967 1.832 -1.917
H7 0.439 3.482 -1.903
H8 -1.539 2.775 -1.185
H9 -0.767 2.940 0.317
H10 -3.142 1.935 -0.127
H11 -3.206 0.310 0.597
H12 -1.544 2.114 2.246
H13 -3.456 3.320 3.134
H14 -4.564 2.611 1.792
H15 -0.252 0.554 1.569
H16 1.446 0.438 -0.607
H17 1.212 -1.230 -0.172
H18 1.582 -0.490 2.253
H19 2.410 0.925 1.513
H20 3.100 -1.999 1.080
H21 3.989 -0.801 1.995
H22 3.853 0.529 -0.341
H23 5.191 -0.544 0.063
H24 5.018 -1.642 -2.783
H25 -1.795 -4.207 -0.134
H26 0.246 -2.698 -1.605
H27 0.179 -4.615 -2.948
H28 -1.401 -4.707 -2.198
H29 -0.132 -5.685 -1.547
H30 -4.922 -0.667 0.964
H31 -5.570 -2.283 1.120
H32 -4.892 -1.757 -0.417
H33 -3.276 -1.062 -1.000
H34 -2.377 -1.297 -3.344
H35 -1.511 -2.659 -2.759
H36 -3.508 -3.230 -3.783
H37 -5.152 -1.764 -4.033
H38 -4.629 -0.808 -2.631
H39 -5.726 -2.168 -2.436
H40 -2.561 0.642 -1.753
H41 -3.074 2.237 -4.453
H42 -2.440 3.076 -3.078
H43 -3.438 1.604 -2.875
C27 -7.975 -1.144 3.500
O8 -6.712 -1.475 2.911
H44 -8.740 -1.353 2.756
H45 -8.166 -1.747 4.387
H46 -8.017 -0.092 3.775
H47 -6.028 -1.297 3.565
C28 -0.101 6.373 -1.413
O9 -0.854 5.528 -0.534
H48 -0.400 6.126 -2.429
H49 -0.315 7.426 -1.228
H50 0.973 6.199 -1.315
H51 -0.600 5.748 0.367
C29 2.226 4.837 -4.532
O10 1.950 4.962 -3.134
H52 1.838 5.728 -5.019
H53 3.298 4.771 -4.713
H54 1.721 3.958 -4.941
H55 2.298 4.181 -2.686
C30 5.595 6.009 -2.985
O11 5.254 6.401 -4.311
H56 6.003 5.002 -3.038
H57 6.352 6.673 -2.559
H58 4.716 6.002 -2.336
H59 4.896 7.292 -4.272
C31 4.837 -6.792 -0.430
O12 4.210 -6.436 -1.658
H60 5.045 -7.858 -0.474
H61 5.779 -6.256 -0.287
H62 4.181 -6.600 0.425
H63 4.020 -5.496 -1.627
C32 1.687 -7.211 3.133
O13 0.859 -7.090 1.986
H64 1.641 -8.250 3.451
H65 2.727 -6.953 2.918
H66 1.329 -6.582 3.954
H67 0.884 -6.177 1.683
C33 8.362 4.900 -0.609
O14 7.281 5.119 0.294
H68 8.506 5.815 -1.176
H69 9.288 4.669 -0.078
H70 8.133 4.087 -1.304
H71 7.155 4.314 0.802
C34 -8.441 0.152 7.547
O15 -8.787 0.377 6.182
H72 -8.354 -0.922 7.682
H73 -7.486 0.618 7.801
H74 -9.213 0.529 8.223
H75 -8.871 1.325 6.054
C35 3.276 -4.301 5.295
O16 3.346 -4.156 3.880
H76 4.272 -4.571 5.636
H77 2.980 -3.368 5.781
H78 2.581 -5.093 5.584
H79 2.475 -3.916 3.556

The value obtained for the HOMO energy is -11.376 eV. As for the charge: +1. As for the frontier orbital gap: 8.88 eV. Its electronic energy is -13793.4247 Ha. The value obtained for the relative energy (zero: lowest compared OMol25 entry of this formula, charge and spin) is 0.0 kcal per mole.



[2]
C42H50FN10 | ωB97M-V with the def2-TZVPD basis set

Cartesian coordinates (Å):
C1 1.982 0.942 1.215
C2 1.431 2.205 0.268
C3 2.666 3.304 0.239
C4 0.072 2.787 1.050
C5 -0.906 3.671 0.076
N1 -1.729 2.981 -1.001
C6 -2.788 2.173 -0.246
N2 -3.037 0.862 -0.576
N3 -3.342 3.079 0.831
C7 -2.172 4.048 1.102
F1 -1.960 3.796 2.569
H1 2.921 1.238 1.852
H2 2.310 0.007 0.562
H3 1.155 0.541 1.956
H4 1.163 1.843 -0.831
H5 2.195 4.377 0.134
H6 3.310 3.296 1.236
H7 3.441 3.060 -0.631
H8 -0.562 1.866 1.454
H9 0.495 3.457 1.927
H10 -0.474 4.604 -0.499
H11 -1.217 2.195 -1.465
H12 -3.534 0.549 -1.450
H13 -2.676 0.099 0.049
H14 -3.417 2.396 1.643
H15 -2.458 5.183 1.071
N4 4.651 -0.293 -1.947
C8 3.529 -1.009 -2.176
C9 2.737 -0.861 -3.304
C10 3.116 0.081 -4.255
C11 4.266 0.836 -4.046
C12 4.994 0.613 -2.888
H16 3.273 -1.729 -1.404
H17 1.847 -1.465 -3.438
H18 2.520 0.227 -5.151
H19 4.587 1.578 -4.767
H20 5.902 1.174 -2.682
N5 3.996 -2.636 2.362
C13 3.654 -3.089 3.588
C14 4.200 -2.607 4.767
C15 5.157 -1.602 4.687
C16 5.531 -1.115 3.439
C17 4.927 -1.658 2.316
H21 2.906 -3.876 3.598
H22 3.886 -3.007 5.725
H23 5.608 -1.200 5.590
H24 6.275 -0.333 3.342
H25 5.182 -1.310 1.319
N6 -4.679 -0.936 1.656
C18 -5.097 -2.083 2.234
C19 -6.337 -2.237 2.832
C20 -7.202 -1.148 2.843
C21 -6.800 0.048 2.257
C22 -5.541 0.104 1.680
H26 -4.385 -2.903 2.203
H27 -6.622 -3.183 3.279
H28 -8.182 -1.230 3.304
H29 -7.450 0.915 2.250
H30 -5.182 1.013 1.207
N7 1.643 6.156 -1.877
C23 1.108 7.138 -1.119
C24 1.230 8.488 -1.409
C25 1.946 8.855 -2.544
C26 2.510 7.866 -3.343
C27 2.331 6.543 -2.973
H31 0.562 6.801 -0.243
H32 0.778 9.234 -0.766
H33 2.064 9.903 -2.803
H34 3.074 8.120 -4.234
H35 2.748 5.734 -3.567
N8 -7.606 -4.979 2.285
C28 -7.524 -6.260 2.707
C29 -8.423 -7.250 2.344
C30 -9.473 -6.908 1.498
C31 -9.585 -5.597 1.048
C32 -8.635 -4.678 1.463
H36 -6.690 -6.476 3.368
H37 -8.307 -8.263 2.711
H38 -10.197 -7.657 1.193
H39 -10.392 -5.298 0.388
H40 -8.677 -3.643 1.136
N9 -3.963 -0.845 -3.338
C33 -3.924 -2.121 -3.780
C34 -3.945 -2.473 -5.120
C35 -4.013 -1.456 -6.067
C36 -4.056 -0.132 -5.642
C37 -4.027 0.120 -4.280
H41 -3.874 -2.879 -3.004
H42 -3.909 -3.514 -5.419
H43 -4.033 -1.693 -7.126
H44 -4.110 0.684 -6.354
H45 -4.055 1.137 -3.898
N10 10.664 -2.996 0.753
C38 10.246 -4.143 1.331
C39 9.005 -4.297 1.929
C40 8.140 -3.208 1.940
C41 8.543 -2.012 1.354
C42 9.801 -1.956 0.777
H46 10.957 -4.963 1.300
H47 8.721 -5.243 2.376
H48 7.160 -3.290 2.401
H49 7.892 -1.145 1.347
H50 10.160 -1.047 0.304

The value obtained for the HOMO energy is -10.708 eV. As for the charge: +1. As for the frontier orbital gap: 6.25 eV. Its electronic energy is -2277.4164 Ha.



[3]
C5H8O | ωB97M-V with the def2-TZVPD basis set

Cartesian coordinates (Å):
C1 -1.625 -0.608 -0.349
C2 -0.343 1.918 -0.484
C3 0.875 1.533 -0.223
C4 1.589 0.226 0.011
O1 0.814 -0.906 -0.218
C5 -0.404 -0.965 0.511
H1 -1.641 -1.303 -1.191
H2 -1.706 0.397 -0.804
H3 -2.540 -0.736 0.239
H4 1.454 2.459 -0.103
H5 1.975 0.248 1.043
H6 2.446 0.145 -0.664
H7 -0.321 -0.381 1.443
H8 -0.508 -2.019 0.796

The value obtained for the HOMO energy is -10.075 eV. As for the frontier orbital gap: 10.04 eV. Its electronic energy is -270.3870 Ha. The value obtained for the relative energy (zero: lowest compared OMol25 entry of this formula, charge and spin) is 107.3 kcal per mole.



[4]
C3H4O4 | ωB97M-V with the def2-TZVPD basis set

Cartesian coordinates (Å):
O1 -0.485 -2.013 1.753
C1 -0.115 -1.174 0.999
O2 0.695 -0.140 1.289
C2 0.990 0.580 0.078
C3 -0.189 0.185 -0.798
O3 -1.253 1.069 -0.530
O4 -0.496 -1.114 -0.324
H1 0.973 1.651 0.288
H2 1.953 0.227 -0.304
H3 0.005 0.159 -1.874
H4 -2.080 0.569 -0.577

The value obtained for the HOMO energy is -11.294 eV. As for the frontier orbital gap: 11.93 eV. Its electronic energy is -417.6891 Ha. Its SMILES is O=C1OC[C@H](O)O1. The value obtained for the relative energy (zero: lowest compared OMol25 entry of this formula, charge and spin) is 2.6 kcal per mole.



[5]
C4H11N3O2 | ωB97M-V with the def2-TZVPD basis set

Cartesian coordinates (Å):
C1 0.746 3.363 0.528
N1 0.655 2.036 1.067
C2 0.811 0.955 0.410
N2 1.131 0.890 -0.964
N3 0.661 -0.285 1.063
H1 0.688 3.407 -0.561
H2 1.685 3.801 0.897
H3 -0.007 3.920 1.123
H4 1.827 1.584 -1.161
H5 0.427 0.504 -1.555
H6 1.644 -0.497 1.333
H7 0.248 -0.050 1.996
C3 -2.142 -2.111 -0.187
C4 -1.014 -2.844 -0.854
O1 -1.046 -4.050 -0.796
O2 0.099 -2.113 -1.098
H8 -3.013 -2.726 -0.140
H9 -2.305 -1.148 -0.704
H10 -1.892 -1.862 0.852
H11 0.796 -2.774 -1.248

The value obtained for the HOMO energy is -8.928 eV. As for the frontier orbital gap: 9.58 eV. Its electronic energy is -473.7408 Ha. Its SMILES is CN=C(N)N.CC(=O)O. The value obtained for the relative energy (zero: lowest compared OMol25 entry of this formula, charge and spin) is 38.9 kcal per mole.



[6]
C31H35F6IN5SSbSn | ωB97M-V with the def2-TZVPD basis set

Cartesian coordinates (Å):
Sn1 0.700 1.203 -0.638
N1 4.951 -0.307 -0.436
C1 3.744 0.268 -0.305
S1 2.818 0.456 -1.768
N2 3.389 0.619 0.901
N3 2.170 1.194 1.038
C2 1.885 1.813 2.128
C3 2.850 1.975 3.236
C4 3.381 0.867 3.889
C5 4.281 1.054 4.924
C6 4.671 2.336 5.290
C7 4.156 3.439 4.627
C8 3.236 3.262 3.605
C9 0.543 2.438 2.207
C10 0.078 2.995 3.385
C11 -1.173 3.594 3.396
C12 -1.903 3.651 2.225
C13 -1.378 3.070 1.085
N4 -0.198 2.456 1.083
H1 5.330 -0.491 -1.348
H2 5.563 -0.319 0.365
H3 3.075 -0.126 3.595
H4 4.683 0.196 5.445
H5 5.382 2.474 6.094
H6 4.465 4.437 4.905
H7 2.830 4.122 3.086
H8 0.683 2.939 4.276
H9 -1.565 4.016 4.311
H10 -2.874 4.122 2.184
H11 -1.914 3.106 0.148
C14 2.830 -3.390 0.804
C15 1.927 -3.102 -0.362
C16 1.739 -4.025 -1.393
C17 0.866 -3.780 -2.470
C18 0.713 -4.786 -3.577
C19 0.156 -2.606 -2.493
C20 0.315 -1.629 -1.467
C21 1.237 -1.914 -0.420
N5 -0.341 -0.459 -1.443
C22 -1.693 -0.256 -2.017
C23 -1.639 0.128 -3.507
C24 -3.061 0.420 -4.002
C25 -3.941 -0.815 -3.791
C26 -4.017 -1.151 -2.299
C27 -4.607 0.032 -1.527
C28 -3.706 1.251 -1.738
C29 -3.639 1.605 -3.225
C30 -2.300 0.916 -1.239
C31 -2.611 -1.469 -1.775
H12 3.344 -4.342 0.680
H13 2.246 -3.430 1.724
H14 3.580 -2.606 0.916
H15 2.283 -4.962 -1.367
H16 1.409 -5.614 -3.458
H17 0.895 -4.327 -4.549
H18 -0.298 -5.195 -3.587
H19 -0.481 -2.400 -3.339
H20 1.334 -1.219 0.405
H21 -1.195 -0.672 -4.101
H22 -1.004 1.010 -3.631
H23 -3.014 0.666 -5.065
H24 -3.535 -1.664 -4.349
H25 -4.945 -0.626 -4.180
H26 -4.640 -2.036 -2.151
H27 -4.678 -0.209 -0.464
H28 -5.616 0.250 -1.885
H29 -4.089 2.103 -1.169
H30 -3.014 2.491 -3.377
H31 -4.638 1.845 -3.596
H32 -2.313 0.670 -0.175
H33 -1.666 1.800 -1.407
H34 -2.246 -2.368 -2.272
H35 -2.636 -1.674 -0.703
F1 -0.371 -0.089 1.120
Sb1 -1.131 -1.014 2.688
F2 0.435 -0.413 3.557
F3 -0.219 -2.555 2.104
F4 -1.836 -1.850 4.193
F5 -2.574 -1.435 1.548
F6 -1.953 0.641 3.074
I1 0.476 3.395 -2.177

The value obtained for the HOMO energy (alpha / beta) is -11.506 / -11.523 eV. The spin multiplicity is 2. As for the charge: +1. As for the frontier orbital gap (alpha / beta): 7.64 / 6.14 eV. Its electronic energy is -3225.7232 Ha. The value obtained for the relative energy (zero: lowest compared OMol25 entry of this formula, charge and spin) is 0.0 kcal per mole. The expectation value of S² is 0.786.